{
  "formula": "C20H19N3O5S",
  "method": "ωB97M-V with the def2-TZVPD basis set",
  "elements": ["C", "C", "N", "N", "C", "C", "C", "C", "C", "C", "H", "H", "C", "O", "O", "H", "H", "H", "H", "C", "C", "C", "C", "C", "C", "H", "H", "S", "O", "O", "N", "H", "C", "C", "C", "C", "C", "O", "H", "H", "H", "H", "H", "H", "H", "H", "H", "H"],
  "positions_angstrom": [[-0.85061, 2.61929, 2.12358], [-0.86699, 1.29954, 1.29837], [-1.95042, 0.93379, 0.78684], [-3.22105, 1.43012, 0.90139], [-4.40085, 0.74055, 0.25608], [-4.46309, -0.40715, -0.18977], [-5.66070, -0.97423, -0.58641], [-6.79708, -0.13189, -0.75065], [-6.84456, 1.10757, -0.07266], [-5.59319, 1.56852, 0.52703], [-5.70592, 2.77016, 1.05843], [-7.83525, 1.70244, 0.00969], [-8.01826, -0.86505, -1.27298], [-9.09006, -0.04108, -1.04080], [-7.92089, -1.89326, -1.89615], [-8.84752, -2.19987, -1.96652], [-5.52578, -1.96435, -1.20130], [-3.50791, -0.89884, -0.24212], [-3.25563, 2.46251, 1.34778], [0.13817, 0.52203, 1.23338], [0.16027, -0.45171, -0.02599], [1.19547, -1.15459, 0.02924], [2.38101, -1.02364, 0.79357], [2.30630, -0.19502, 1.96414], [1.26109, 0.73184, 1.73778], [1.32822, 1.26391, 2.80737], [3.23229, -0.38726, 2.44686], [3.88425, -1.96579, 0.46218], [4.19737, -2.73373, 1.84731], [3.69055, -3.03540, -0.56325], [4.96630, -0.80663, 0.07363], [5.85830, -1.21600, 0.26536], [4.89409, -0.39565, -1.22427], [5.67247, 0.66072, -1.44540], [6.95787, 0.88530, -1.81409], [7.29656, 2.54396, -1.71265], [6.12889, 2.92194, -1.48706], [5.15277, 2.00550, -0.84773], [5.81992, 3.98016, -1.10488], [8.05730, 2.96385, -1.89722], [7.74894, 0.10530, -1.96631], [3.67152, -0.12007, -1.17077], [5.06578, -1.25038, -1.93459], [1.31924, -2.10695, -0.90463], [-0.74785, -0.44996, -0.66744], [0.27843, 2.91416, 2.00091], [-1.12690, 2.39891, 3.12224], [-1.40057, 3.23082, 1.61239]],
  "mulliken_charge": [-2.05, 0.47, -0.21, -0.25, 0.37, 0.11, -0.77, 0.28, -0.38, -0.42, 0.06, 0.31, 0.37, -0.64, -0.34, 0.40, 0.20, 0.40, 0.26, 1.18, -0.14, -0.40, -0.21, -0.89, -0.52, 0.20, 0.51, 1.27, -0.70, -0.67, -0.22, 0.34, -0.10, -0.07, -0.39, -0.69, -0.33, -0.30, 0.25, 0.76, 0.33, 0.27, 0.37, 0.07, 0.36, 0.33, 0.28, 0.96],
  "gap_ev": 7.422,
  "relative_energy_ev": 18.909,
  "total_charge": 0,
  "molar_mass_g_mol": 413.455
}

{
  "formula": "C20H19N3O6",
  "method": "ωB97M-V with the def2-TZVPD basis set",
  "elements": ["C", "H", "H", "H", "O", "C", "C", "C", "C", "C", "C", "O", "C", "H", "H", "H", "O", "C", "H", "H", "H", "H", "C", "O", "N", "C", "C", "N", "C", "C", "C", "H", "H", "N", "C", "O", "C", "C", "C", "C", "O", "H", "H", "H", "H", "H", "H", "H"],
  "positions_angstrom": [[1.03304, 2.69639, -2.44450], [1.79296, 2.33155, -3.13594], [0.99847, 3.78633, -2.47637], [0.05955, 2.29261, -2.73318], [1.43848, 2.22034, -1.17960], [0.72480, 2.46985, -0.05127], [1.21057, 1.79067, 1.06666], [0.60031, 1.92252, 2.29908], [-0.47341, 2.79268, 2.44858], [-0.96131, 3.49264, 1.35747], [-0.38798, 3.31429, 0.08014], [-0.84879, 3.99109, -1.02564], [-2.24399, 4.02600, -1.25633], [-2.35829, 4.21588, -2.32421], [-2.72628, 4.82463, -0.69027], [-2.71332, 3.07143, -1.00411], [-1.99009, 4.38671, 1.43978], [-2.56165, 4.63900, 2.70126], [-1.81981, 5.01973, 3.40899], [-3.03619, 3.74381, 3.11515], [-3.32044, 5.40101, 2.52857], [-0.89813, 2.91219, 3.43104], [1.11653, 1.22225, 3.50488], [1.24429, 1.76823, 4.58181], [1.49865, -0.08285, 3.34816], [1.23289, -0.96604, 2.30243], [0.04809, -0.92756, 1.56609], [-0.20717, -1.74954, 0.57007], [0.69194, -2.67641, 0.24883], [1.88732, -2.84024, 0.94951], [2.14962, -1.97158, 1.98852], [3.06444, -2.06233, 2.55629], [2.57479, -3.62198, 0.67560], [0.31411, -3.45951, -0.83084], [0.98845, -4.49478, -1.41717], [2.06565, -4.92066, -1.05283], [0.26959, -5.06391, -2.56595], [0.62980, -6.09927, -3.39161], [-0.41166, -6.23279, -4.33335], [-1.32749, -5.27420, -4.01638], [-0.92992, -4.56314, -2.95417], [-2.26845, -5.01000, -4.45800], [-0.47207, -6.94078, -5.13375], [1.52751, -6.67676, -3.31752], [-0.58301, -3.19668, -1.22017], [-0.72712, -0.20932, 1.79135], [2.02823, -0.45608, 4.12747], [2.07648, 1.16456, 0.92544]],
  "mulliken_charge": [-0.76, 0.28, 0.29, 0.29, -0.45, 0.36, -0.56, -0.59, -0.47, 0.92, 0.97, -0.53, -0.75, 0.31, 0.24, 0.32, -0.41, -0.96, 0.37, 0.38, 0.24, 0.53, -0.14, -0.66, -0.09, 0.52, -0.28, -0.62, 0.07, -0.42, -0.70, 0.42, 0.54, -0.06, 0.42, -0.69, 0.37, -0.51, -0.42, -0.42, -0.35, 0.45, 0.44, 0.51, 0.30, 0.51, 0.26, 0.52],
  "gap_ev": 8.505,
  "smiles": "COc1cc(C(=O)Nc2ccc(NC(=O)c3ccco3)nc2)cc(OC)c1OC",
  "relative_energy_ev": 1.905,
  "total_charge": 0,
  "molar_mass_g_mol": 397.387
}

{
  "formula": "C20H19N3O6S",
  "method": "ωB97M-V with the def2-TZVPD basis set",
  "elements": ["O", "C", "N", "C", "C", "C", "C", "C", "C", "N", "C", "O", "C", "H", "H", "O", "C", "O", "C", "N", "S", "O", "O", "C", "C", "C", "C", "C", "C", "C", "C", "H", "H", "H", "H", "H", "H", "H", "H", "H", "H", "C", "H", "H", "H", "H", "H", "H", "H"],
  "positions_angstrom": [[0.26125, 0.74125, -2.53901], [-0.71190, 0.45184, -1.87617], [-1.18877, -0.80529, -1.76238], [-2.22351, -1.15789, -0.89299], [-2.89780, -2.36142, -1.03063], [-3.88802, -2.70142, -0.12658], [-4.20227, -1.84677, 0.91609], [-3.53853, -0.63995, 1.05921], [-2.55004, -0.28918, 0.15468], [-1.84110, 0.93540, 0.21521], [-1.33140, 1.39288, 1.38930], [-1.56074, 0.86001, 2.45280], [-0.46920, 2.65282, 1.33100], [-0.16518, 2.87728, 2.35882], [-1.03596, 3.50545, 0.93543], [0.70989, 2.45705, 0.55063], [1.10147, 3.47525, -0.23099], [0.45972, 4.48173, -0.37583], [2.43712, 3.19698, -0.89113], [2.65233, 1.85432, -1.33815], [3.35304, 0.74818, -0.31287], [4.08833, 1.50482, 0.65894], [4.05061, -0.19263, -1.13730], [2.03192, -0.13562, 0.50089], [1.63805, -1.28264, -0.03427], [0.62824, -2.20716, 0.45869], [-0.11393, -1.97087, 1.61723], [-1.05025, -2.88943, 2.05029], [-1.26177, -4.06113, 1.34237], [-0.53102, -4.31070, 0.19185], [0.40240, -3.39206, -0.24712], [0.98035, -3.59237, -1.13856], [-0.68671, -5.22628, -0.35980], [-1.98946, -4.77961, 1.68809], [-1.61594, -2.68713, 2.94650], [0.04019, -1.06786, 2.18471], [2.15441, -1.58096, -0.93931], [1.67235, 0.31549, 1.40508], [1.96515, 1.47022, -1.97266], [2.55889, 3.90230, -1.71949], [3.21759, 3.38613, -0.14352], [-1.55700, 1.46066, -1.10172], [-2.50787, 1.58635, -1.63913], [-1.05660, 2.42382, -1.07574], [-3.77448, 0.02551, 1.87219], [-4.97242, -2.11567, 1.62155], [-4.41110, -3.63829, -0.23674], [-2.63675, -3.02691, -1.83915], [-0.73647, -1.53970, -2.29132]],
  "mulliken_charge": [-0.78, 0.47, 0.21, 0.23, -0.60, -0.73, -0.79, -0.89, 0.51, 0.37, 1.16, -0.62, -1.46, 0.36, 0.53, -0.01, 0.69, -0.61, -0.84, -0.31, 1.25, -0.70, -0.71, -1.06, -0.10, 0.69, -0.13, -0.66, -0.39, -0.80, -0.57, 0.46, 0.43, 0.45, 0.45, 0.34, 0.39, 0.53, 0.43, 0.39, 0.35, -0.92, 0.28, 0.46, 0.47, 0.42, 0.44, 0.49, 0.41],
  "gap_ev": 8.883,
  "smiles": "O=C1CN(C(=O)COC(=O)CNS(=O)(=O)/C=C/c2ccccc2)c2ccccc2N1",
  "relative_energy_ev": 0.000,
  "total_charge": 0,
  "molar_mass_g_mol": 429.454
}

{
  "formula": "C20H19NO6S",
  "method": "ωB97M-V with the def2-TZVPD basis set",
  "elements": ["O", "O", "O", "O", "O", "O", "C", "C", "C", "C", "C", "C", "C", "C", "C", "C", "C", "C", "C", "C", "N", "C", "C", "C", "C", "C", "C", "S", "H", "H", "H", "H", "H", "H", "H", "H", "H", "H", "H", "H", "H", "H", "H", "H", "H", "H", "H"],
  "positions_angstrom": [[2.69602, -0.70676, 2.17869], [0.89172, -1.11532, -3.23470], [-2.01327, 0.71819, 3.77598], [-2.38418, 2.98070, 2.79434], [3.60584, 0.39724, 0.47802], [3.34435, 0.91504, -1.67363], [3.16206, -0.69104, 1.06968], [1.82913, -0.88181, -2.48898], [-6.31629, -0.08335, 0.72109], [-5.83029, 1.17424, 0.36181], [-5.57681, -0.90624, 1.54111], [0.14217, -0.20797, -0.30846], [0.91186, 2.09064, -0.06295], [-4.67447, 1.73511, 0.83591], [-4.38403, -0.32934, 2.06183], [-0.87978, -0.00977, 0.61226], [-0.09858, 2.20834, 0.92518], [1.04748, 0.85802, -0.75516], [-3.89840, 0.93128, 1.72268], [-0.98317, 1.16025, 1.26106], [3.43065, -1.83514, 0.38462], [3.12706, -3.15558, 1.02936], [1.58580, 1.71892, -2.95622], [4.05045, -0.02111, -0.83082], [2.81683, -1.95055, -2.17056], [1.95886, 0.63890, -1.97554], [3.77415, -1.52856, -1.03376], [-2.29656, 1.50077, 2.50227], [-7.19409, -0.43874, 0.10638], [-6.30367, 1.64747, -0.44073], [-5.92885, -1.91720, 1.80589], [0.34048, -1.20783, -0.75609], [1.51343, 3.02681, -0.38511], [-4.29239, 2.70243, 0.60199], [-3.86804, -0.97047, 2.81145], [-1.49343, -0.79997, 1.04215], [-0.25445, 3.14942, 1.49423], [3.14970, -3.06830, 2.11031], [1.95417, -3.18252, 0.85299], [3.71410, -3.86438, 0.54555], [2.10333, 1.65511, -3.93557], [1.73383, 2.78326, -2.51067], [0.45571, 1.77125, -3.14189], [5.15794, 0.24706, -0.93263], [2.15927, -2.78878, -1.73704], [3.34983, -2.25720, -3.08949], [4.66453, -2.09255, -1.20688]],
  "mulliken_charge": [-0.65, -0.56, -0.67, -0.70, -0.31, -0.42, 0.58, -0.26, -0.31, -0.45, -0.65, 0.14, -0.75, -0.50, 0.07, -1.01, -0.68, -0.15, 0.08, 0.29, 0.05, -0.94, -1.49, 0.06, -0.53, 2.13, -0.33, 1.36, 0.28, 0.38, 0.37, 0.31, 0.24, 0.46, 0.35, 0.38, 0.45, 0.33, 0.28, 0.32, 0.41, 0.34, 0.31, 0.25, 0.20, 0.41, 0.55],
  "gap_ev": 9.756,
  "smiles": "CN1C(=O)O[C@@H]2O[C@](C)(c3ccc(S(=O)(=O)c4ccccc4)cc3)C(=O)C[C@@H]21",
  "total_charge": 0,
  "molar_mass_g_mol": 401.440
}